#i
13
Properties=species:S:1:pos:R:3:mulliken_charge:R:1 method="wB97M-V/def2-TZVPD" lumo_ev=-3.9726 homo_energy_ev=-13.42 total_charge=+1 gap_ha=0.3472 smiles=NCC[NH3+]
N -1.644 1.190 0.390 -0.580
C -0.820 0.214 -0.293 -0.328
C 0.507 0.038 0.403 -0.537
N 1.234 -1.164 -0.212 -0.324
H -2.176 1.750 -0.247 0.246
H -1.142 1.839 0.989 0.235
H -1.321 -0.759 -0.382 0.247
H -0.654 0.586 -1.313 0.315
H 1.198 0.854 0.203 0.312
H 0.458 -0.140 1.471 0.346
H 1.807 -1.641 0.480 0.355
H 1.943 -0.906 -0.894 0.370
H 0.610 -1.860 -0.593 0.345

#ii
13
Properties=species:S:1:pos:R:3:mulliken_charge:R:1 method="wB97M-V/def2-TZVPD" lumo_ev=-3.3067 homo_energy_ev=-14.81 total_charge=+1 gap_ha=0.4228
N -0.526 -2.047 1.064 -0.915
H -0.507 -2.878 0.487 0.276
H -0.343 -0.804 -0.009 0.432
H -1.381 -1.937 1.590 0.284
H 0.246 -1.903 1.691 0.283
C 0.802 2.206 -0.464 -0.650
C 0.806 0.871 -0.604 -0.068
N -0.467 0.120 -0.609 -0.305
H -0.136 2.691 -0.665 0.260
H 1.690 2.679 -0.083 0.275
H 1.735 0.340 -0.764 0.378
H -0.784 0.002 -1.572 0.349
H -1.135 0.659 -0.061 0.401

Result of the stability comparison: #i is the most stable of them.

#i
16
Properties=species:S:1:pos:R:3:mulliken_charge:R:1 method="wB97M-V/def2-TZVPD" lumo_ev=-2.5401 homo_energy_ev=-9.16 gap_ha=0.2434
C 1.322 1.341 0.553 -1.466
C 1.183 0.199 -0.510 -0.207
N 0.157 0.691 -1.427 -0.547
H 0.297 1.517 0.841 0.634
H 2.132 1.104 1.251 0.319
H 1.735 2.232 0.049 0.326
H 2.038 0.099 -1.190 0.392
H 0.956 -0.783 -0.050 0.121
H -0.687 0.576 -0.871 0.347
H 0.070 0.174 -2.280 0.220
H -0.911 -1.242 0.621 0.352
H -2.330 0.318 1.002 0.187
O -1.382 0.230 0.832 -0.762
H -1.703 -2.436 -0.027 0.275
H 0.216 -0.054 1.555 0.498
O -0.828 -2.181 0.273 -0.688

#ii
16
Properties=species:S:1:pos:R:3:mulliken_charge:R:1 method="wB97M-V/def2-TZVPD" lumo_ev=0.7859 homo_energy_ev=-9.13 gap_ha=0.3642 smiles=CNC.O.O
C -1.455 -0.833 -0.225 -0.740
N 0.100 -0.552 -0.197 -0.412
C 1.074 -0.721 -1.337 -1.076
H -1.876 0.149 0.033 0.266
H -1.569 -1.641 0.476 0.336
H -1.794 -1.113 -1.291 0.226
H 0.386 -1.218 0.497 0.236
H 2.063 -0.086 -1.370 0.252
H 1.296 -1.742 -1.550 0.436
H 0.575 -0.528 -2.192 0.440
O 0.424 0.345 2.728 -0.646
H 1.108 1.055 2.674 0.324
H -0.297 0.860 2.290 0.301
O -0.111 2.067 0.160 -0.664
H -0.136 1.191 -0.231 0.441
H 0.213 2.767 -0.465 0.281

Result of the stability comparison: #ii is the most stable of them.

#i
7
Properties=species:S:1:pos:R:3:mulliken_charge:R:1 method="wB97M-V/def2-TZVPD" lumo_ev=3.5431 homo_energy_ev=-4.21 total_charge=-1 gap_ha=0.2849
N -0.216 0.606 0.240 -0.356
O 2.222 -0.183 -1.083 -0.567
O 1.383 -1.477 0.768 -0.535
S -1.607 0.170 0.872 0.001
S 1.033 -0.855 -0.507 0.583
Cl -3.028 0.260 -0.775 -0.346
H 0.214 1.478 0.484 0.219

#ii
7
Properties=species:S:1:pos:R:3:mulliken_charge:R:1 method="wB97M-V/def2-TZVPD" lumo_ev=3.4458 homo_energy_ev=-4.32 total_charge=-1 gap_ha=0.2856
N -0.669 -0.585 -0.055 -0.442
O 0.667 0.441 -2.195 -0.551
O -0.406 -1.679 -2.734 -0.569
S -2.074 -0.138 0.620 0.002
S -0.605 -0.306 -2.173 0.694
Cl -2.392 1.816 -0.322 -0.360
H 0.134 -0.224 0.448 0.227

Result of the stability comparison: #i is the most stable of them.